[1]
Below is C4H4N2OS in the gas phase, with properties calculated with wB97M-V/def2-TZVPD.

```
12
Properties=species:S:1:pos:R:3:forces:R:3
C 0.813 1.430 0.077 0.0 0.5 -1.0
C 0.092 0.111 -0.048 -0.6 0.5 0.6
C -1.253 0.140 -0.157 0.4 -0.2 0.5
C 0.713 -1.214 0.039 0.8 0.4 -0.9
H 1.454 1.502 0.963 -0.3 -0.3 -0.1
H 0.001 2.216 0.131 1.2 -0.6 -0.2
H 1.509 1.611 -0.801 -0.9 -0.2 0.9
H -1.867 1.019 -0.190 0.2 0.5 -0.2
N -2.056 -0.977 -0.036 0.1 -1.8 -0.1
N -1.606 -2.118 0.070 0.1 1.4 -0.2
O -0.146 -2.242 0.011 0.0 -0.5 0.3
S 2.345 -1.479 -0.058 -1.1 0.2 0.3
```
Forces are in eV/Å.

As for the charge: 0. Its LUMO energy is -1.187 eV. The largest force on an atom comes out at 1.8 eV/A. The HOMO energy comes out at -9.056 eV. As for the frontier orbital gap: 7.8686 eV. The value obtained for the energy above the lowest of the compared OMol25 structures with the same formula, charge and spin is 71.4 kcal per mole.


[2]
Below is a molecular structure, C19H23F7InN4, with properties calculated with wB97M-V/def2-TZVPD.

```
54
Properties=species:S:1:pos:R:3:forces:R:3
F -6.736 0.529 -3.727 0.0 0.1 0.1
C -5.607 -0.137 -3.477 -0.1 0.1 0.1
F -5.034 -0.412 -4.658 0.2 0.0 -0.2
F -5.921 -1.304 -2.919 0.1 -0.1 0.1
C -4.645 0.708 -2.602 0.1 0.0 -0.1
F -3.491 -0.034 -2.530 -0.4 0.3 0.0
F -4.365 1.831 -3.334 0.1 -0.4 0.3
C -5.105 1.132 -1.185 -0.2 0.2 0.0
F -5.899 0.088 -0.701 0.3 0.2 -0.2
F -6.010 2.175 -1.401 0.2 -0.4 0.0
In -3.451 1.755 0.303 0.6 0.2 0.1
H -3.702 0.916 1.842 -0.2 -0.1 -0.2
H -1.855 1.316 -0.339 -0.2 -0.1 -0.1
H -3.512 3.520 0.445 -0.2 -0.2 0.0
N -0.568 1.178 -4.030 0.0 0.0 0.0
C 0.205 0.079 -3.791 0.0 0.0 0.0
C 1.519 0.460 -3.875 0.0 0.0 0.0
C 1.535 1.850 -4.173 0.0 0.1 0.0
C 0.228 2.262 -4.257 0.0 0.0 0.0
H -1.573 1.188 -4.014 0.0 0.0 0.1
H -0.243 -0.875 -3.576 0.0 0.0 0.0
H 2.371 -0.183 -3.731 0.0 0.0 0.0
H 2.403 2.476 -4.305 0.0 0.0 0.0
H -0.198 3.231 -4.457 0.0 0.0 0.0
N -1.622 -2.023 2.173 0.0 -0.1 0.0
C -0.906 -1.940 1.016 -0.1 0.0 -0.1
C 0.357 -2.407 1.268 0.0 -0.1 0.0
C 0.399 -2.785 2.639 0.0 0.0 0.0
C -0.840 -2.535 3.169 -0.1 0.0 0.0
H -2.577 -1.725 2.272 0.0 0.2 0.0
H -1.354 -1.545 0.121 0.0 0.1 0.0
H 1.161 -2.461 0.552 0.0 0.0 0.0
H 1.241 -3.189 3.176 0.0 0.0 0.1
H -1.225 -2.672 4.165 0.0 0.0 0.0
N 4.158 -3.473 3.636 0.0 0.0 0.0
C 4.699 -2.323 3.135 0.0 0.0 0.0
C 5.761 -1.979 3.929 0.0 0.0 0.0
C 5.860 -2.962 4.952 0.0 0.0 0.0
C 4.855 -3.869 4.744 0.0 0.0 0.0
H 3.361 -3.948 3.253 0.0 0.0 0.0
H 4.282 -1.847 2.264 0.0 0.0 0.0
H 6.391 -1.117 3.795 0.0 0.0 0.0
H 6.583 -2.996 5.750 0.0 0.0 0.0
H 4.578 -4.756 5.288 0.0 0.0 0.0
N 1.356 2.996 -0.807 0.1 0.1 0.0
C 0.650 3.712 0.117 0.0 0.0 0.0
C 1.047 3.300 1.361 0.0 0.0 0.0
C 2.033 2.293 1.178 0.0 0.0 0.0
C 2.197 2.126 -0.173 0.0 0.0 0.0
H 1.257 3.071 -1.805 -0.1 -0.1 0.0
H -0.084 4.438 -0.187 -0.1 0.0 0.0
H 0.660 3.666 2.298 0.0 0.0 0.0
H 2.547 1.740 1.947 0.0 0.0 0.0
H 2.829 1.460 -0.735 0.0 0.0 0.0
```
Forces are in eV/Å.

As for the charge: -1. Its LUMO energy is 2.574 eV. The largest force on an atom comes out at 0.6 eV/A. The HOMO energy comes out at -5.549 eV. As for the frontier orbital gap: 8.1233 eV.


[3]
Below is 6 unconnected molecules or ions with the total composition C36H81F3N4O7, with properties calculated with wB97M-V/def2-TZVPD.

```
131
Properties=species:S:1:pos:R:3:forces:R:3
C -0.709 2.395 0.582 -0.7 -0.2 -0.3
C -0.281 1.149 -0.176 0.5 -1.5 1.4
O 0.189 0.124 0.429 -0.7 1.3 -0.4
O -0.455 1.237 -1.403 -0.3 -0.1 -1.6
H 0.179 2.967 0.849 -0.3 0.1 0.5
H -1.405 2.156 1.387 0.7 -0.1 0.7
H -1.356 2.961 -0.087 0.5 0.4 -0.2
C -1.077 -5.115 -0.274 0.6 0.0 -0.2
C -0.197 -4.976 0.985 0.1 -0.6 -0.6
C -0.009 -3.528 1.526 -1.6 -1.7 0.2
C 0.725 -3.572 2.870 -0.1 2.6 -1.2
N 0.794 -2.112 3.528 -0.8 1.2 1.1
C 1.355 -2.223 5.011 0.1 -0.2 -2.1
C 2.864 -2.429 4.762 -0.7 -0.1 1.6
C 3.192 -1.682 3.486 0.8 0.2 -0.8
C 1.875 -1.180 2.897 -0.2 -0.7 0.1
C -0.565 -1.229 3.608 -0.7 -2.1 0.5
C -1.683 -1.965 4.434 -0.4 0.7 0.1
C -3.089 -1.191 4.567 1.3 -0.4 -0.7
H -1.199 -6.167 -0.533 0.2 -0.1 0.1
H -0.603 -4.644 -1.135 -0.2 0.2 -0.1
H -2.102 -4.763 -0.160 0.1 0.4 0.2
H 0.763 -5.459 0.805 0.2 0.1 -0.3
H -0.686 -5.678 1.659 0.1 0.5 0.9
H -1.069 -3.311 1.660 0.0 1.0 0.3
H 0.396 -2.864 0.762 0.2 0.1 0.2
H 1.751 -3.816 2.594 0.1 -0.1 0.7
H 0.267 -4.292 3.548 0.2 0.3 0.2
H 1.112 -1.257 5.453 0.1 -0.2 0.3
H 0.883 -3.086 5.481 -0.1 0.3 0.1
H 3.400 -2.013 5.615 0.0 0.2 0.0
H 3.067 -3.497 4.849 0.2 -0.1 -0.7
H 3.848 -0.843 3.718 -0.3 0.2 0.1
H 3.786 -2.229 2.754 -0.2 -0.5 0.1
H 1.719 -0.150 3.217 -0.5 -0.2 0.4
H 1.774 -1.122 1.814 0.0 -0.5 0.0
H -0.961 -1.054 2.608 0.6 0.0 -0.2
H -0.343 -0.272 4.080 0.6 -0.2 -0.1
H -1.372 -2.158 5.461 0.3 0.4 0.1
H -1.795 -2.982 4.058 -0.4 0.0 -0.5
H -3.600 -0.978 3.628 0.2 -0.4 -0.4
H -2.965 -0.187 4.972 0.2 -0.2 0.5
H -3.775 -1.784 5.172 0.2 0.1 0.1
C -0.413 0.890 -5.435 -0.5 -0.1 1.0
C 0.410 -0.037 -4.580 -3.6 0.2 -1.9
O 1.612 -0.154 -4.717 4.6 -0.7 0.9
N -0.388 -0.554 -3.386 -0.1 -2.4 -0.9
H -0.587 0.160 -2.700 0.4 0.8 1.5
H -1.286 -0.872 -3.721 -0.4 0.3 -0.7
C 0.143 -1.827 -2.713 0.2 2.1 -0.5
H -0.899 1.552 -4.718 -0.6 0.7 -0.3
H -1.173 0.381 -6.027 -0.4 -0.1 -0.1
H 0.147 1.500 -6.144 0.4 -0.2 0.3
H 0.407 -2.548 -3.486 0.1 0.2 0.1
H -0.651 -2.204 -2.069 0.3 0.1 0.2
H 0.995 -1.404 -2.181 0.1 -0.9 0.3
C 3.565 3.495 -5.167 1.0 -0.3 -1.2
C 4.826 3.628 -4.273 -2.3 -1.3 2.0
N 5.438 2.241 -3.869 0.6 0.5 -3.4
C 6.068 1.807 -5.236 0.8 -0.3 1.6
C 6.561 2.498 -2.859 -0.2 -1.7 -0.5
C 7.198 1.156 -2.338 0.3 0.6 -0.2
C 4.443 1.115 -3.512 -0.1 1.3 1.5
C 3.484 1.575 -2.405 -1.7 -0.3 0.1
O 4.089 2.052 -1.261 1.9 -0.2 1.3
C 3.193 2.086 -0.130 0.4 0.6 -0.9
H 2.759 2.805 -4.918 0.0 0.5 1.2
H 3.785 3.033 -6.130 0.7 0.2 -0.3
H 3.221 4.486 -5.462 -0.2 0.0 0.5
H 4.534 3.986 -3.285 -0.3 0.4 0.0
H 5.562 4.353 -4.621 0.3 -0.7 -0.3
H 6.827 1.071 -4.972 -0.3 -0.3 -0.3
H 6.631 2.643 -5.653 -0.4 0.1 0.0
H 5.315 1.404 -5.913 0.1 0.2 0.3
H 6.153 3.161 -2.095 0.0 -0.5 0.2
H 7.287 3.066 -3.440 0.2 -0.1 0.1
H 7.594 0.468 -3.085 -0.1 0.5 -0.7
H 6.588 0.464 -1.758 -0.3 0.8 0.5
H 8.103 1.427 -1.795 -0.2 0.1 0.4
H 5.033 0.293 -3.105 0.1 0.2 -0.2
H 3.925 0.746 -4.397 -0.2 0.4 0.1
H 2.816 0.771 -2.097 0.1 -0.8 -0.6
H 2.750 2.350 -2.627 0.0 0.2 -1.3
H 2.999 1.113 0.323 0.2 -0.2 -0.2
H 2.260 2.462 -0.548 -0.4 0.2 0.5
H 3.653 2.776 0.577 -0.3 -0.2 0.1
C -7.037 1.039 -0.241 0.5 -0.6 -0.2
C -5.933 -0.011 -0.049 0.7 1.3 0.5
N -4.828 -0.026 -1.134 -1.3 0.1 -0.6
C -3.918 1.215 -1.084 0.0 -1.0 1.0
C -4.016 -1.330 -0.976 0.6 -0.3 0.6
C -3.387 -1.530 0.439 0.1 1.7 -0.9
C -5.524 0.081 -2.550 1.2 -1.1 -0.4
C -6.216 -1.194 -3.087 -0.5 0.7 1.1
O -7.231 -1.572 -2.129 0.5 0.2 -0.9
C -7.815 -2.829 -2.352 -0.5 -1.6 0.0
H -6.720 2.079 -0.311 0.5 -0.1 -0.4
H -7.607 1.069 0.687 -0.4 -0.5 -0.3
H -7.585 0.729 -1.131 -0.6 0.4 0.5
H -6.344 -1.018 0.025 0.1 0.2 -0.2
H -5.416 0.251 0.874 0.1 -0.3 0.0
H -3.018 1.010 -1.663 -0.3 0.3 -0.7
H -3.484 1.338 -0.092 -0.5 -0.1 0.3
H -4.511 2.099 -1.319 0.3 -0.2 -0.3
H -3.250 -1.315 -1.751 0.0 0.1 0.0
H -4.631 -2.221 -1.109 -0.6 0.5 -0.5
H -2.856 -2.469 0.592 -0.7 -0.3 -0.3
H -4.182 -1.314 1.152 0.4 -0.6 0.4
H -2.573 -0.816 0.566 0.0 0.4 0.2
H -4.691 0.288 -3.221 0.1 -0.1 -0.1
H -6.138 0.975 -2.653 -0.1 -0.2 0.8
H -5.470 -1.948 -3.339 0.0 -0.5 0.6
H -6.672 -0.970 -4.052 -0.2 0.3 0.0
H -8.262 -3.077 -3.315 0.7 0.8 -0.8
H -8.712 -3.039 -1.770 0.3 0.8 0.9
H -7.115 -3.631 -2.114 0.2 -0.1 0.0
C 2.424 2.396 4.856 3.0 2.7 -2.1
O 1.277 3.170 5.248 -0.5 0.3 0.1
O 3.487 3.117 4.279 -2.5 -1.8 2.1
C 2.786 1.555 6.129 -0.9 -0.2 1.6
F 1.781 0.700 6.606 -0.8 0.2 -1.0
F 3.760 0.688 5.901 1.1 -0.3 -0.8
F 3.098 2.189 7.275 0.3 0.8 -0.9
C 0.542 3.931 4.286 -1.9 -1.8 0.0
C -0.977 3.446 4.346 0.7 0.2 1.0
H -1.263 3.374 5.396 0.0 0.2 0.2
H -1.687 4.115 3.859 0.2 0.2 -0.2
H -1.158 2.439 3.970 0.4 -0.1 -0.4
H 0.786 3.726 3.244 1.0 0.3 0.1
H 0.518 4.997 4.514 0.6 -0.1 0.0
H 2.146 1.700 4.065 -0.8 -1.0 0.0
```
Forces are in eV/Å.

As for the charge: +1. As for the expectation value of S²: 0.753. Its spin multiplicity is 2. Its LUMO energy (spin up / spin down) is -2.188 / -2.224 eV. The largest force on an atom comes out at 4.7 eV/A. The HOMO energy (spin up / spin down) comes out at -5.903 / -7.254 eV. As for the frontier orbital gap (spin up / spin down): 3.7145 / 5.0305 eV.


Which of these has the lowest largest force on an atom? C19H23F7InN4